21
Properties=species:S:1:pos:R:3:nbo_charge:R:1 method="wB97M-V/def2-TZVPD" multiplicity=1 charge=+1 total_energy_ev=-10311.606 e_lumo_ev=-3.1 de_lowest_kcal_mol=57.2 gap_ha=0.342
N -1.15 0.21 0.96 -0.68
N 0.46 3.55 0.97 -0.76
N -0.65 -3.20 -0.13 -0.85
N 1.51 -0.64 -1.82 -0.85
C -0.81 1.57 0.51 -0.23
C 0.40 -2.26 -0.41 -0.10
C 0.40 -1.49 -1.50 -0.05
C -0.04 2.33 1.30 0.06
H 1.30 0.33 -1.66 0.36
H 0.29 1.95 2.26 0.21
H -1.11 1.83 -0.49 0.23
H -0.42 -1.49 -2.21 0.19
H 0.00 4.03 0.21 0.40
H -0.66 -3.38 0.87 0.36
H -2.12 -0.03 0.75 0.44
H 1.73 -0.72 -2.80 0.38
H -0.45 -4.09 -0.57 0.39
H -0.55 -0.50 0.51 0.46
H -1.05 0.15 1.97 0.43
H 0.67 4.17 1.74 0.41
H 1.25 -2.25 0.26 0.20

***

22
Properties=species:S:1:pos:R:3:nbo_charge:R:1 method="wB97M-V/def2-TZVPD" multiplicity=1 charge=+1 total_energy_ev=-12361.931 e_lumo_ev=-2.5 de_lowest_kcal_mol=22.1 gap_ha=0.407
O 1.27 0.12 -1.17 -0.72
N 2.38 0.57 -3.08 -0.77
N -1.98 0.51 2.36 -0.54
N -0.06 0.60 1.07 -0.78
N -1.97 -0.06 0.06 -0.76
C -3.42 0.26 2.48 -0.43
C 3.30 -1.04 -1.59 -0.73
C 2.23 -0.10 -1.93 0.70
C -1.36 0.21 1.22 0.67
H 3.12 -2.10 -1.44 0.26
H 3.14 0.36 -3.70 0.40
H -3.53 -0.69 3.00 0.22
H 3.77 -0.87 -0.61 0.26
H -3.87 1.07 3.04 0.24
H 4.11 -0.94 -2.33 0.22
H 1.72 1.22 -3.48 0.42
H -4.00 0.27 1.55 0.21
H 0.44 0.17 0.27 0.44
H 0.53 0.24 1.83 0.39
H -1.41 -0.25 -0.76 0.44
H -1.48 0.75 3.20 0.43
H -2.95 -0.28 -0.01 0.42

***

22
Properties=species:S:1:pos:R:3:mulliken_spin:R:1 method="wB97M-V/def2-TZVPD" s_squared=0.7577 multiplicity=2 charge=+2 total_energy_ev=-12348.647 e_lumo_ev="-7.5 / -13.3" de_lowest_kcal_mol=17.4 gap_ha="0.374 / 0.158"
O 0.28 0.50 1.41 0.01
N 1.58 -0.63 -0.87 0.14
N 0.30 -1.55 -2.59 0.76
N -0.76 2.50 1.54 0.00
N -0.71 -0.52 -0.72 0.05
C 0.38 1.55 3.52 0.00
C -0.01 1.52 2.10 0.00
C -0.92 -2.20 -3.04 0.02
C 0.37 -0.86 -1.35 -0.03
H -0.83 3.34 2.10 0.00
H 0.70 2.53 3.86 0.00
H -0.55 0.13 0.11 0.00
H 1.18 -1.85 -3.02 -0.03
H 1.63 -0.05 -0.03 -0.01
H -1.57 -1.03 -0.77 0.00
H -1.62 -1.41 -3.34 0.04
H -0.60 2.67 0.56 0.00
H 1.08 0.75 3.69 0.00
H -0.64 -2.83 -3.87 0.00
H -0.44 1.30 4.20 0.00
H -1.30 -2.88 -2.27 0.06
H 2.45 -0.99 -1.25 0.00

***

23
Properties=species:S:1:pos:R:3:nbo_charge:R:1 method="wB97M-V/def2-TZVPD" multiplicity=1 charge=0 total_energy_ev=-13851.463 e_lumo_ev="-1.0 / -1.0" de_lowest_kcal_mol=145.4 gap_ha="0.247 / 0.247"
O -2.44 -0.67 -0.51 -0.83
N 2.32 -0.56 1.28 -0.47
N -1.17 1.37 -1.81 -0.67
N -0.09 -1.07 -0.33 -0.49
N 2.17 -0.17 0.06 0.07
N -0.88 1.16 -0.43 -0.49
C 1.90 1.18 -0.11 -0.56
C -1.37 -0.31 0.06 0.54
C -0.18 -1.97 -1.20 -0.05
C -1.37 -0.24 1.60 -0.66
H -1.14 -2.24 -1.65 0.19
H 2.08 0.04 2.07 0.37
H 2.19 1.83 0.73 0.19
H 0.73 -2.47 -1.54 0.16
H -1.44 1.84 0.08 0.36
H 2.26 -1.56 1.42 0.40
H 2.32 1.54 -1.05 0.24
H -1.52 -1.25 1.99 0.22
H -2.20 0.38 1.92 0.22
H 0.67 1.28 -0.24 0.37
H -0.43 0.16 2.00 0.17
H -2.01 0.82 -2.00 0.38
H -0.42 0.93 -2.34 0.33

***

19
Properties=species:S:1:pos:R:3:nbo_charge:R:1 method="wB97M-V/def2-TZVPD" multiplicity=1 charge=0 total_energy_ev=-7894.272 e_lumo_ev=0.9 de_lowest_kcal_mol=55.1 gap_ha=0.364 smiles=CNC(C)C.O
O -2.74 -0.19 1.42 -0.92
N -0.47 -0.30 -0.55 -0.66
C 0.10 -1.63 -0.48 -0.43
C 1.37 0.46 0.97 -0.62
C 0.44 0.78 -0.27 -0.07
C 1.46 1.10 -1.32 -0.64
H 2.28 0.32 -1.25 0.21
H 1.10 0.80 -2.41 0.20
H 0.88 -1.88 -1.21 0.18
H 2.29 0.91 0.87 0.21
H 1.88 2.15 -1.30 0.23
H -2.49 0.48 0.84 0.46
H -0.25 1.57 0.11 0.20
H -0.68 -2.39 -0.37 0.21
H 0.97 0.64 1.88 0.21
H 1.49 -0.68 1.29 0.21
H 0.64 -1.87 0.51 0.19
H -1.07 -0.08 -1.36 0.38
H -1.97 -0.60 1.55 0.46

***

19
Properties=species:S:1:pos:R:3:nbo_charge:R:1 method="wB97M-V/def2-TZVPD" multiplicity=1 charge=0 total_energy_ev=-7895.774 e_lumo_ev=0.9 de_lowest_kcal_mol=20.4 gap_ha=0.347 smiles=CCN(C)C.O
O -1.37 5.05 -0.39 -0.93
N 0.37 -0.51 -0.22 -0.44
C 0.62 -1.54 2.02 -0.61
C -0.30 -1.20 0.86 -0.22
C -0.57 0.33 -0.95 -0.41
C 1.03 -1.44 -1.12 -0.41
H -1.18 5.39 -1.26 0.46
H -0.84 -2.10 0.48 0.16
H 0.21 -2.09 2.86 0.21
H -1.18 -0.64 1.19 0.19
H -0.08 0.78 -1.81 0.20
H 1.69 -2.07 -0.53 0.20
H -0.89 1.14 -0.28 0.20
H -1.48 -0.22 -1.25 0.16
H 0.35 -2.12 -1.65 0.16
H 1.43 -2.16 1.62 0.20
H 1.06 -0.60 2.35 0.21
H -0.47 4.89 -0.08 0.46
H 1.59 -0.88 -1.87 0.20

***

19
Properties=species:S:1:pos:R:3:nbo_charge:R:1 method="wB97M-V/def2-TZVPD" multiplicity=1 charge=0 total_energy_ev=-7895.895 e_lumo_ev=0.8 de_lowest_kcal_mol=17.7 gap_ha=0.328 smiles=CNC(C)C.O
O -0.78 -2.17 2.02 -0.93
N 1.02 0.33 0.38 -0.63
C -0.28 0.92 0.10 -0.04
C 1.54 -0.80 -0.45 -0.42
C -1.26 -0.11 -0.43 -0.63
C -0.15 2.09 -0.89 -0.62
H 2.40 -1.18 0.08 0.20
H -1.33 -0.95 0.27 0.24
H -0.61 1.32 1.04 0.18
H 1.77 1.01 0.36 0.35
H -1.09 2.53 -1.22 0.21
H -1.05 -3.09 1.85 0.46
H 1.75 -0.48 -1.48 0.16
H -0.36 -2.28 2.89 0.47
H 0.38 2.91 -0.40 0.20
H 0.43 1.75 -1.74 0.20
H 0.78 -1.57 -0.47 0.20
H -0.88 -0.48 -1.37 0.20
H -2.26 0.27 -0.55 0.21

***

19
Properties=species:S:1:pos:R:3:nbo_charge:R:1 method="wB97M-V/def2-TZVPD" multiplicity=1 charge=0 total_energy_ev=-7894.696 e_lumo_ev=0.9 de_lowest_kcal_mol=45.3 gap_ha=0.353 smiles=CCN(C)C.O
O -2.32 -0.74 -0.94 -0.94
N -0.01 0.28 0.34 -0.47
C 1.06 -0.61 -0.07 -0.22
C 0.77 -1.09 -1.49 -0.60
C 0.37 1.68 0.15 -0.42
C -0.61 0.10 1.76 -0.41
H 0.73 -0.34 -2.27 0.21
H -1.40 -0.76 -1.03 0.48
H -2.54 -0.23 -0.24 0.46
H 1.07 -1.47 0.56 0.20
H 0.31 1.84 -0.93 0.20
H -1.22 -0.72 1.91 0.20
H 2.03 -0.13 -0.05 0.18
H -1.24 1.03 1.90 0.20
H 0.00 -1.70 -1.63 0.20
H 1.80 -1.65 -1.65 0.20
H 0.22 0.11 2.48 0.18
H -0.40 2.32 0.68 0.20
H 1.36 2.09 0.50 0.17

***

20
Properties=species:S:1:pos:R:3:mulliken_spin:R:1 method="wB97M-V/def2-TZVPD" s_squared=0.7506 multiplicity=2 charge=-1 total_energy_ev=-9941.971 e_lumo_ev="3.9 / 3.7" de_lowest_kcal_mol=19.1 gap_ha="0.108 / 0.322"
O 2.47 -2.12 -2.25 0.46
O -1.25 -0.47 -2.34 -0.02
N 0.22 0.51 0.46 -0.05
C -0.77 2.70 0.30 -0.20
C -0.26 -0.55 2.71 -0.23
C 0.10 -0.73 1.23 2.03
C -0.84 1.38 0.58 0.64
H -1.79 0.89 0.76 0.00
H -1.69 3.24 0.10 -0.05
H -1.36 -0.41 2.79 0.05
H 0.01 -1.40 3.33 -0.34
H 0.08 0.41 3.10 0.03
H -1.00 0.33 -1.87 0.11
H 1.82 -1.85 -1.59 -0.14
H -0.75 -1.29 0.84 -0.22
H 0.17 3.17 0.05 -0.12
H 2.46 -1.43 -2.93 -0.27
H 1.01 -1.32 1.05 -0.25
H 1.16 0.88 0.58 -0.29
H -1.26 -1.16 -1.67 -0.14

***

20
Properties=species:S:1:pos:R:3:nbo_charge:R:1 method="wB97M-V/def2-TZVPD" multiplicity=1 charge=0 total_energy_ev=-9942.919 e_lumo_ev=0.7 de_lowest_kcal_mol=29.5 gap_ha=0.315 smiles="C/C=C/NC.O.O"
O -0.49 -2.48 -0.79 -0.95
O -2.93 -0.09 -1.07 -0.94
N 0.38 -0.42 1.35 -0.63
C 1.72 -0.93 1.39 -0.42
C 0.94 1.29 -0.26 -0.32
C 0.70 2.70 -0.74 -0.62
C 0.12 0.73 0.63 0.00
H 2.40 -0.06 1.44 0.20
H 0.27 -1.99 -0.46 0.48
H -0.30 -0.75 2.01 0.40
H 2.06 -1.26 0.40 0.17
H -2.58 -0.38 -1.92 0.46
H -0.26 -2.73 -1.69 0.47
H 0.54 2.69 -1.82 0.20
H -2.30 -0.52 -0.48 0.47
H 1.92 -1.67 2.15 0.22
H -0.11 3.17 -0.21 0.21
H 1.60 3.29 -0.53 0.21
H 1.65 0.71 -0.84 0.19
H -0.76 1.26 1.01 0.19

***

20
Properties=species:S:1:pos:R:3:nbo_charge:R:1 method="wB97M-V/def2-TZVPD" multiplicity=1 charge=0 total_energy_ev=-9943.031 e_lumo_ev=0.7 de_lowest_kcal_mol=26.9 gap_ha=0.314 smiles="C/C=C(/C)N.O.O"
O 1.12 4.00 -0.15 -0.94
O -0.95 -3.74 0.37 -0.94
N -0.67 1.36 0.21 -0.87
C 0.90 -0.68 1.63 -0.66
C -0.24 0.19 -0.45 0.17
C -0.76 -0.16 -1.83 -0.64
C 0.53 -0.72 0.18 -0.26
H 1.97 4.38 0.00 0.47
H 1.93 -1.02 1.80 0.22
H -0.23 -1.06 -2.12 0.21
H -0.35 2.24 -0.11 0.40
H -1.83 -0.38 -1.70 0.21
H 1.04 4.01 -1.10 0.47
H -1.44 -4.48 0.74 0.47
H 1.04 0.35 2.00 0.21
H -0.85 1.15 1.17 0.38
H 0.24 -1.20 2.31 0.22
H -1.59 -3.14 0.00 0.47
H 0.85 -1.65 -0.29 0.20
H -0.72 0.55 -2.65 0.21

***

20
Properties=species:S:1:pos:R:3:nbo_charge:R:1 method="wB97M-V/def2-TZVPD" multiplicity=1 charge=0 total_energy_ev=-9942.383 e_lumo_ev=0.7 de_lowest_kcal_mol=41.8 gap_ha=0.307 smiles="C/C=C/NC.O.O"
O -3.01 1.79 -0.27 -0.95
O 0.42 0.58 -2.88 -0.94
N -0.47 0.28 0.28 -0.64
C 1.20 -1.21 1.26 -0.34
C 0.03 -0.97 0.62 0.03
C 0.31 1.45 0.57 -0.42
C 1.91 -2.52 1.16 -0.63
H -3.79 1.29 0.00 0.47
H -0.68 -1.75 0.46 0.19
H 0.70 1.38 -3.33 0.47
H -0.98 0.26 -0.58 0.40
H -2.28 1.23 0.05 0.47
H 0.61 1.56 1.61 0.20
H 1.27 -3.23 0.63 0.21
H 1.26 0.13 -2.71 0.47
H 2.83 -2.44 0.60 0.21
H 2.12 -3.04 2.10 0.20
H 1.38 -0.48 2.04 0.20
H -0.26 2.30 0.21 0.21
H 1.21 1.52 -0.06 0.18